The following is a quantum chemistry calculation of a molecular structure, C11H10BrNZn, from the OMol25 dataset.

Structure (XYZ):
```
24
Properties=species:S:1:pos:R:3:forces:R:3:mulliken_charge:R:1
H -1.734282 3.020185 -1.476196 0.252 -0.542 0.300 0.641
C 1.296383 -1.459163 0.637207 0.570 0.290 0.479 -0.556
H -3.424600 0.878181 -1.295691 0.365 -0.004 -0.127 0.626
Zn -1.271744 0.567642 -0.004623 0.740 -0.642 2.586 0.260
C -1.473184 1.992703 -1.715920 -0.458 -0.551 -1.918 -0.623
H 1.862619 0.656439 0.161451 0.138 -0.143 0.299 0.433
N -1.592815 -0.710466 2.885806 -0.265 0.104 -0.536 -0.706
C 1.493340 -2.251128 1.794730 0.508 0.434 0.194 -0.628
C -0.467000 0.210490 -2.774321 -0.842 -0.119 -0.124 -0.307
H 1.175811 -3.282598 1.958057 -0.075 0.269 -0.150 0.301
H 0.176797 -0.329816 -3.472620 -0.030 0.005 0.621 0.372
C 2.207637 -1.484616 2.759707 -0.283 0.575 -0.979 -0.290
C -2.389579 0.849893 -1.641148 0.476 0.572 -1.162 -0.660
H 0.502301 2.221772 -2.738634 -0.136 -0.234 0.412 0.397
Br -1.110128 2.680370 1.172449 0.197 1.251 0.847 -0.682
C -1.722212 -0.254518 -2.293376 0.316 0.636 -0.856 -0.645
H 2.930359 0.662932 2.691460 -0.161 -0.225 -0.139 0.333
C -1.528185 -0.356319 1.781574 -0.098 -0.603 0.152 0.291
H 0.791397 -1.795830 -0.267154 0.100 0.176 0.059 0.450
H 2.449024 -1.848122 3.762484 0.034 0.298 -0.265 0.337
C 1.892026 -0.171311 0.874690 -0.239 -0.785 0.366 -0.482
H -2.204203 -1.188615 -2.586150 0.298 0.145 0.453 0.369
C -0.307490 1.571720 -2.406543 -0.969 0.032 -0.234 -0.428
C 2.447727 -0.179827 2.192760 -0.439 -0.937 -0.280 -0.801
```
Forces are in eV/Å.

Computed properties:
total energy: -131518.4948 eV
orbital gap: 4.752 eV
highest occupied orbital energy: 0.19 eV
total charge: -2